C26H29F3N2 as an isolated structure at a distorted geometry, computed with ωB97M-V with the def2-TZVPD basis set.

```
! wB97M-V def2-TZVPD RIJCOSX def2/J DEFGRID3
* xyz 0 1
C 10.021 1.594 4.870
C 9.479 2.796 4.125
C 8.924 2.730 2.687
C 7.510 2.279 2.700
N 6.419 1.920 2.768
H 10.764 1.803 5.639
H 10.562 0.892 4.235
H 9.146 1.128 5.322
H 10.371 3.419 4.065
H 8.797 3.357 4.763
H 9.360 1.986 2.021
H 8.952 3.756 2.320
C 10.089 -0.126 0.636
C 10.901 0.907 -0.158
C 12.023 1.530 0.736
C 11.549 2.355 1.874
N 11.207 2.967 2.814
H 10.665 -0.912 1.125
H 9.146 -0.527 0.266
H 9.641 0.351 1.507
H 10.262 1.722 -0.497
H 11.374 0.420 -1.011
H 12.728 2.010 0.057
H 12.515 0.650 1.149
F 6.669 2.385 1.243
C 7.090 1.984 0.091
C 8.354 1.393 0.032
C 8.781 0.867 -1.176
C 8.041 1.158 -2.329
C 6.865 1.934 -2.257
C 6.361 2.331 -1.047
H 8.932 1.164 0.915
H 9.748 0.388 -1.234
H 8.352 0.845 -3.315
H 6.244 2.127 -3.120
H 5.374 2.760 -0.956
F 12.691 -0.005 2.195
C 12.824 -0.491 3.471
C 13.164 -1.876 3.617
C 13.199 -2.446 4.882
C 12.995 -1.645 6.026
C 12.629 -0.311 5.874
C 12.547 0.248 4.588
H 13.447 -2.433 2.736
H 13.495 -3.454 5.132
H 13.134 -2.066 7.011
H 12.454 0.341 6.717
H 12.335 1.307 4.561
F 13.164 3.855 -3.922
C 12.184 3.538 -3.063
C 10.962 2.972 -3.456
C 10.006 2.750 -2.497
C 10.178 3.153 -1.207
C 11.350 3.849 -0.872
C 12.371 3.935 -1.797
H 10.736 2.527 -4.413
H 9.043 2.316 -2.722
H 9.393 2.962 -0.491
H 11.583 4.188 0.127
H 13.350 4.293 -1.517
*
```

HOMO level   -7.48 eV
Kohn-Sham gap   0.2924 Ha
E_LUMO   0.478 eV

=====

C4H9BrClFNO2S as an isolated structure at a distorted geometry, computed with ωB97M-V with the def2-TZVPD basis set.

```
! wB97M-V def2-TZVPD RIJCOSX def2/J DEFGRID3
* xyz -1 1
C 3.113 -0.071 0.298
C 1.532 -0.538 0.176
C 0.582 0.589 -0.541
C -0.604 1.106 0.506
N -1.916 0.914 -0.215
Cl -2.971 2.275 -0.071
S -2.698 -0.599 0.153
O -2.874 -1.373 -1.211
O -1.927 -1.534 1.111
F -4.315 -0.257 0.720
H 3.648 -0.867 0.985
H 3.213 1.033 0.735
H 3.590 -0.124 -0.770
H 1.489 -1.506 -0.516
H 1.091 -0.874 1.223
H 0.030 0.067 -1.455
H 1.174 1.507 -0.988
H -0.404 2.270 0.646
H -0.536 0.623 1.567
Br -1.215 -2.640 -2.355
*
```

HOMO level   -3.11 eV
Kohn-Sham gap   0.2080 Ha
Energy above the lowest of the compared OMol25 structures with the same formula, charge and spin   89.7 kcal per mole
E_LUMO   2.551 eV

=====

A 2-piece molecular cluster, C2H2OS overall at a distorted geometry, computed with ωB97M-V with the def2-TZVPD basis set.

```
! wB97M-V def2-TZVPD RIJCOSX def2/J DEFGRID3
* xyz 0 1
C 0.868 -0.537 0.070
C -0.886 0.572 0.092
O 1.839 0.106 -0.145
S -2.261 -0.201 -0.024
H 0.888 -1.596 0.132
H -0.449 1.655 -0.126
*
```

HOMO level   -8.29 eV
Kohn-Sham gap   0.2798 Ha
Energy above the lowest of the compared OMol25 structures with the same formula, charge and spin   47.1 kcal per mole
E_LUMO   -0.680 eV

=====

A 2-piece molecular cluster, C4H13N2O2 overall at a distorted geometry, computed with ωB97M-V with the def2-TZVPD basis set.

```
! wB97M-V def2-TZVPD RIJCOSX def2/J DEFGRID3
* xyz 1 1
O 2.213 -1.127 0.369
C 1.464 -0.221 0.680
N 1.268 0.191 1.935
C 0.824 0.592 -0.453
N -0.455 -0.024 -0.940
C -1.521 -0.211 0.109
C -2.059 1.086 0.662
H 0.613 0.923 2.136
H 1.711 -0.249 2.737
H 0.582 1.596 -0.089
H 1.584 0.626 -1.229
H -0.110 -0.928 -1.361
H -0.756 0.592 -1.707
H -1.058 -0.893 0.789
H -2.307 -0.793 -0.379
H -2.788 1.492 0.030
H -1.301 1.753 1.001
H -2.627 0.873 1.557
H 1.708 -1.828 -2.728
H 1.828 -1.737 -1.195
O 1.185 -1.713 -1.923
*
```

HOMO level   -14.62 eV
Kohn-Sham gap   0.4257 Ha
Energy above the lowest of the compared OMol25 structures with the same formula, charge and spin   27.9 kcal per mole
E_LUMO   -3.039 eV

=====

C29H36FeN2O4S as an isolated structure at a distorted geometry, computed with ωB97M-V with the def2-TZVPD basis set.

```
! wB97M-V def2-TZVPD RIJCOSX def2/J DEFGRID3
* xyz 0 5
Fe -0.064 -0.722 -0.246
C 0.909 -1.275 3.278
C 1.029 0.008 2.500
C 0.457 1.181 2.955
C 0.604 2.383 2.263
C -0.057 3.633 2.773
C 1.344 2.402 1.092
C 1.963 1.249 0.605
C 2.869 1.323 -0.596
C 1.780 0.057 1.306
H 1.880 -1.557 3.692
H 0.581 -2.095 2.640
H 0.202 -1.168 4.101
H -0.113 1.164 3.880
H -0.030 3.672 3.863
H -1.109 3.669 2.471
H 0.431 4.527 2.383
H 1.472 3.335 0.550
H 3.872 1.616 -0.271
H 2.518 2.074 -1.308
H 2.943 0.363 -1.101
H 2.303 -0.838 0.981
O 1.671 -3.881 -1.353
S 0.793 -2.779 -1.161
O -0.472 -2.750 -1.886
O 0.403 -2.540 0.328
O 1.435 -1.396 -1.395
C -1.157 3.323 -0.708
C -0.268 2.893 -1.846
C 0.472 3.851 -2.529
C 1.242 3.500 -3.627
C 1.254 2.188 -4.068
C 0.537 1.190 -3.408
C 0.534 -0.208 -3.967
C -0.196 1.556 -2.274
N -0.875 0.552 -1.509
C -2.201 0.505 -1.486
C -3.069 1.227 -2.464
C -2.756 -0.328 -0.474
C -4.211 -0.667 -0.436
N -1.886 -0.734 0.446
C -2.319 -1.343 1.672
C -2.393 -2.733 1.819
C -2.248 -3.693 0.670
C -2.708 -3.237 3.081
C -2.996 -2.399 4.143
C -3.014 -1.026 3.950
C -2.685 -0.478 2.717
C -2.816 1.007 2.500
H -0.786 4.246 -0.260
H -1.226 2.570 0.075
H -2.172 3.524 -1.066
H 0.435 4.883 -2.194
H 1.822 4.253 -4.150
H 1.828 1.918 -4.948
H 0.416 -0.161 -5.052
H -0.264 -0.821 -3.552
H 1.469 -0.723 -3.746
H -2.478 1.773 -3.196
H -3.744 1.930 -1.966
H -3.695 0.507 -2.997
H -4.506 -1.216 -1.335
H -4.820 0.239 -0.398
H -4.451 -1.279 0.429
H -2.032 -3.201 -0.272
H -3.177 -4.260 0.562
H -1.445 -4.408 0.855
H -2.748 -4.313 3.216
H -3.238 -2.816 5.114
H -3.288 -0.363 4.766
H -2.731 1.547 3.445
H -3.800 1.244 2.077
H -2.064 1.392 1.816
*
```

HOMO level (alpha / beta)   -8.24 / -8.21 eV
Kohn-Sham gap (alpha / beta)   0.2588 / 0.2614 Ha
Energy above the lowest of the compared OMol25 structures with the same formula, charge and spin   3.9 kcal per mole
E_LUMO (alpha / beta)   -1.201 / -1.093 eV
Expectation value of S²   6.231

=====

C2EuF3NO5S2 as an isolated structure at a distorted geometry, computed with ωB97M-V with the def2-TZVPD basis set.

```
! wB97M-V def2-TZVPD RIJCOSX def2/J DEFGRID3
* xyz 1 9
N 1.817 1.189 0.687
S 0.867 1.939 -0.282
O 0.581 3.284 0.215
S 2.110 -0.449 0.218
O 1.852 -1.264 1.435
C 3.979 -0.209 0.220
F 4.322 0.688 -0.688
F 4.415 0.160 1.406
F 4.511 -1.380 -0.095
O -3.106 -0.612 2.202
C -3.369 -0.582 0.942
O -2.420 -0.403 0.129
O -4.543 -0.799 0.542
Eu -3.974 -0.676 -1.735
*
```

HOMO level (alpha / beta)   -10.33 / -12.73 eV
Kohn-Sham gap (alpha / beta)   0.1671 / 0.2225 Ha
Energy above the lowest of the compared OMol25 structures with the same formula, charge and spin   105.5 kcal per mole
E_LUMO (alpha / beta)   -5.786 / -6.680 eV
Expectation value of S²   20.029

=====

C4H6OS as an isolated structure at a distorted geometry, computed with ωB97M-V with the def2-TZVPD basis set.

```
! wB97M-V def2-TZVPD RIJCOSX def2/J DEFGRID3
* xyz 0 1
C -1.582 0.208 -0.488
C -0.335 0.350 0.387
C 0.821 -0.652 0.361
C 1.982 0.104 0.042
H -1.336 0.052 -1.527
H -1.981 1.192 -0.403
H -2.149 -0.717 -0.165
H -0.752 0.205 1.457
H 0.509 -1.223 -0.540
H 0.787 -1.219 1.237
O 3.038 -0.043 -0.425
S 0.998 1.744 0.064
*
```

HOMO level   -9.41 eV
Kohn-Sham gap   0.3699 Ha
Energy above the lowest of the compared OMol25 structures with the same formula, charge and spin   39.8 kcal per mole
E_LUMO   0.653 eV

=====

A single C6H8S molecule at a distorted geometry, computed with ωB97M-V with the def2-TZVPD basis set.

```
! wB97M-V def2-TZVPD RIJCOSX def2/J DEFGRID3
* xyz 0 1
C -0.117 0.008 -2.357
C -0.062 -0.196 -1.035
C -0.543 0.065 1.604
C 0.702 0.665 0.972
C 2.150 0.401 0.638
C 1.067 -0.349 -0.074
H -1.053 0.121 -2.884
H 0.809 -0.018 -2.904
H -1.145 0.775 2.251
H -0.368 -0.856 2.101
H 0.397 1.638 0.500
H 2.731 -0.228 1.258
H 2.663 1.279 0.201
H 1.010 -1.347 0.379
S -1.514 -0.308 0.038
*
```

HOMO level   -8.31 eV
Kohn-Sham gap   0.3411 Ha
Energy above the lowest of the compared OMol25 structures with the same formula, charge and spin   65.0 kcal per mole
SMILES string   C=C1SC[C@H]2C[C@H]12
E_LUMO   0.970 eV

=====

Copy entry 2 word for word.
C4H9BrClFNO2S as an isolated structure at a distorted geometry, computed with ωB97M-V with the def2-TZVPD basis set.

```
! wB97M-V def2-TZVPD RIJCOSX def2/J DEFGRID3
* xyz -1 1
C 3.113 -0.071 0.298
C 1.532 -0.538 0.176
C 0.582 0.589 -0.541
C -0.604 1.106 0.506
N -1.916 0.914 -0.215
Cl -2.971 2.275 -0.071
S -2.698 -0.599 0.153
O -2.874 -1.373 -1.211
O -1.927 -1.534 1.111
F -4.315 -0.257 0.720
H 3.648 -0.867 0.985
H 3.213 1.033 0.735
H 3.590 -0.124 -0.770
H 1.489 -1.506 -0.516
H 1.091 -0.874 1.223
H 0.030 0.067 -1.455
H 1.174 1.507 -0.988
H -0.404 2.270 0.646
H -0.536 0.623 1.567
Br -1.215 -2.640 -2.355
*
```

HOMO level   -3.11 eV
Kohn-Sham gap   0.2080 Ha
Energy above the lowest of the compared OMol25 structures with the same formula, charge and spin   89.7 kcal per mole
E_LUMO   2.551 eV